Molecular formula: C10H27InO5P
Method: DFT, ωB97M-V/def2-TZVPD

* gap between HOMO and LUMO: 0.22634 Ha
* energy above the lowest of the compared OMol25 structures with the same formula, charge and spin: 0.0 kJ/mol
* total charge: -1
* E_tot: -35508.984 eV
* F_max: 3.219 eV Å⁻¹

Each line ends with the Löwdin charge.
Geometry (Å):
C  -5.58386  3.83038  -2.08246  -0.09
C  -4.13529  3.39768  -1.80228  -0.34
O  -3.99070  2.00824  -1.71696  -0.28
C  -4.04052  1.35871  -3.01381  -0.33
In  -2.14520  1.65158  -4.20050  0.40
C  -0.58526  0.55635  -3.03996  -0.32
H  -6.25156  3.07092  -1.66914  0.07
H  -5.78916  4.80628  -1.63949  0.06
H  -5.77029  3.87307  -3.15700  0.06
H  -3.80503  3.80706  -0.84190  0.11
H  -3.47680  3.82068  -2.57227  0.06
H  -4.96143  1.62986  -3.54734  0.02
H  -4.09942  0.29251  -2.77919  0.03
H  -1.71193  3.38185  -4.28990  -0.13
H  -2.24739  0.89967  -5.81703  -0.15
H  0.24277  0.25896  -3.68441  -0.06
H  -1.04233  -0.33321  -2.59486  -0.05
H  -0.24212  1.18719  -2.21644  -0.05
O  2.08698  -0.73312  3.33593  -0.22
P  2.40189  -1.29569  2.01973  0.37
O  3.09936  -0.28889  1.01618  -0.16
C  4.35520  0.32052  1.34034  -0.26
C  5.51616  -0.65493  1.34383  -0.08
O  1.06615  -1.56471  1.19243  -0.18
C  -0.22674  -1.26212  1.72870  -0.28
C  -0.67337  0.14421  1.38660  -0.06
O  3.15093  -2.66225  1.73529  -0.18
C  3.10457  -3.71593  2.71676  -0.26
C  1.69682  -4.21105  2.97450  -0.08
H  4.27092  0.82619  2.30583  0.11
H  4.51200  1.08359  0.57995  0.12
H  5.42305  -1.38509  2.14854  0.06
H  6.45488  -0.11708  1.48192  0.08
H  5.55505  -1.20798  0.40522  0.08
H  -0.23181  -1.42471  2.80812  0.10
H  -0.91250  -1.98886  1.29135  0.12
H  0.13003  0.86628  1.53401  0.08
H  -1.52020  0.43431  2.01006  0.08
H  -0.98085  0.21173  0.34310  0.07
H  3.56624  -3.36544  3.64302  0.12
H  3.72686  -4.51589  2.31952  0.12
H  1.08749  -3.44041  3.44899  0.07
H  1.72407  -5.07557  3.63905  0.08
H  1.21038  -4.49035  2.04014  0.09

Forces on the atoms, in the same order (eV/Å):
0.266 -0.310 -0.154
-0.062 0.248 0.058
-0.127 0.006 -0.058
0.395 0.006 -0.142
0.152 -0.086 0.075
-0.469 0.154 0.043
-0.074 0.168 0.146
-0.089 -0.005 -0.048
-0.068 0.099 0.034
-0.071 -0.089 0.042
0.052 -0.115 0.001
-0.081 -0.026 0.136
-0.093 0.004 -0.037
-0.027 -0.011 -0.063
-0.117 0.055 0.006
0.104 0.003 0.137
0.096 -0.077 -0.074
0.213 -0.033 -0.070
1.068 -0.729 0.710
-2.345 0.956 -1.987
0.596 -0.274 0.165
0.187 0.212 0.099
-0.090 -0.182 0.010
0.133 -0.263 0.141
-0.332 0.139 0.132
0.004 0.070 -0.254
0.658 -0.007 0.962
-0.024 -0.116 0.165
-0.123 0.093 -0.064
-0.055 -0.032 0.005
-0.099 -0.020 -0.039
0.018 0.038 0.025
-0.019 0.047 -0.027
0.026 0.051 -0.026
0.168 0.076 0.011
0.093 -0.029 -0.074
0.025 -0.061 0.164
-0.009 -0.024 -0.003
0.025 0.014 -0.017
-0.025 0.063 -0.021
0.013 0.059 -0.116
0.048 0.009 0.029
0.027 -0.017 -0.019
0.036 -0.061 -0.004